Here is a structure of composition C21H22N2O10P3STi at a distorted geometry from OMol25. Energies are from ωB97M-V/def2-TZVPD.

Each line ends with the Mulliken charge.
Atoms and positions in Å:
C1 -0.230 0.276 -2.895  -0.50
C2 -0.382 2.208 -0.827  0.57
H1 0.603 1.900 3.621  0.34
O1 1.408 0.475 1.438  -0.03
H2 0.682 -2.276 5.160  0.35
C3 -0.426 3.110 -1.888  -0.66
H3 -2.478 0.274 -5.433  0.42
C4 -1.777 -1.739 -0.881  -0.48
H4 -1.020 -2.201 -1.504  0.39
O2 2.609 0.860 -1.041  -0.32
H5 -1.347 -2.624 3.457  0.52
C5 -1.664 -0.383 -0.559  0.27
H6 -2.380 0.365 -2.966  0.46
H7 1.805 0.108 -5.610  0.44
H8 3.114 -2.532 1.719  0.52
H9 -2.557 1.262 0.493  0.46
O3 0.266 0.990 3.608  -0.63
H10 -0.339 2.755 -2.905  0.31
H11 -0.765 6.003 -0.162  0.39
H12 -1.433 -1.185 2.444  0.10
C6 -2.622 0.208 0.258  -0.46
C7 0.539 -1.648 3.131  0.40
O4 4.554 -0.328 -1.997  -0.53
S1 3.138 -0.086 -2.217  0.42
O5 5.362 0.544 0.934  -0.51
H13 -1.240 -0.991 4.189  0.51
C8 -1.518 0.252 -4.933  -0.79
H14 -2.913 -3.536 -0.645  0.42
C9 -0.349 0.181 -5.681  -0.48
N1 3.608 -1.057 0.910  -0.71
C10 4.499 -0.233 0.885  0.72
O6 0.096 -4.012 1.843  -0.82
O7 0.880 -1.968 0.452  -0.04
H15 -4.593 -2.486 0.835  0.39
P1 -0.112 0.419 -1.073  3.20
O8 2.585 -0.078 3.695  -0.92
H16 -0.692 4.420 1.732  0.42
H17 -0.407 2.001 1.309  0.26
H18 -0.400 0.144 -6.762  0.39
H19 -0.599 5.158 -2.479  0.43
P2 1.336 0.019 2.883  0.99
N2 1.274 -2.203 4.338  0.00
Ti1 2.019 -0.588 -0.090  -0.69
O9 2.371 -1.380 -1.648  0.02
P3 0.948 -2.828 1.723  0.62
C11 -3.677 -0.549 0.752  -0.73
C12 -0.965 -1.610 3.335  -1.59
H20 1.693 -3.106 4.108  0.39
C13 -3.778 -1.895 0.438  -0.49
C14 -0.617 4.051 0.717  -0.77
C15 0.884 0.162 -5.040  -0.81
O10 2.458 -3.184 2.085  -0.70
H21 -4.416 -0.084 1.392  0.42
C16 -0.567 4.469 -1.645  -0.70
C17 -2.833 -2.487 -0.392  -0.62
C18 -1.468 0.305 -3.548  -0.13
H22 2.066 -1.487 4.467  0.40
C19 -0.665 4.941 -0.346  -0.66
C20 0.901 0.212 -3.666  0.12
C21 -0.470 2.694 0.480  -0.29

Values from the calculation:
multiplicity	2
HOMO-LUMO gap (alpha / beta)	8.43 / 8.44	eV